Run a
The following is a quantum chemistry calculation of a molecular structure, C4H5FN2, from OMol25.

The gap between HOMO and LUMO is 9.168 eV. The HOMO energy comes out at -8.5 eV.

Geometry as ORCA input:
```
! wB97M-V def2-TZVPD RIJCOSX def2/J DEFGRID3
* xyz 0 1
C 2.54 1.33 0.16
C 0.74 0.38 0.11
C 1.88 -0.67 -0.20
C -1.64 -0.18 0.13
N 3.03 0.18 -0.12
N -0.44 0.60 0.08
F 1.89 -1.71 0.56
H 3.08 2.18 0.09
H 1.67 -0.91 -1.32
H -1.43 -1.13 -0.36
H -2.40 0.55 -0.44
H -2.04 -0.45 1.18
*
```

Population analysis type Mulliken, resulting atomic charges in e: C -0.33; C 0.07; C 0.52; C -0.67; N -0.46; N -0.26; F -0.25; H 0.38; H 0.22; H 0.30; H 0.23; H 0.24



Run b
The following is a quantum chemistry calculation of a single C4H5FN2 molecule, from OMol25.

As for the SMILES: N#CC1(F)CNC1. The gap between HOMO and LUMO is 10.672 eV. The HOMO energy comes out at -9.9 eV.

Geometry as ORCA input:
```
! wB97M-V def2-TZVPD RIJCOSX def2/J DEFGRID3
* xyz 0 1
C -2.59 -0.48 0.00
C -0.18 0.03 1.05
C -0.34 -0.07 -1.08
C -1.36 0.26 -0.01
N -3.63 -0.97 -0.01
N 0.72 -0.39 -0.04
F -1.65 1.63 0.14
H 0.10 1.02 1.57
H -0.55 -0.75 1.75
H -0.70 -0.88 -1.87
H 0.03 0.79 -1.62
H 1.46 0.18 -0.20
*
```

Population analysis type Mulliken, resulting atomic charges in e: C -0.13; C -0.65; C -0.74; C 1.30; N -0.37; N -0.49; F -0.32; H 0.25; H 0.33; H 0.29; H 0.28; H 0.26



Run c
The following is a quantum chemistry calculation of a single C4H5FN2 molecule, from OMol25.

The gap between HOMO and LUMO (spin up / spin down) is 8.346 / 7.307 eV. The HOMO energy (spin up / spin down) comes out at -8.1 / -7.4 eV.

Geometry as ORCA input:
```
! wB97M-V def2-TZVPD RIJCOSX def2/J DEFGRID3
* xyz 0 1
C -0.01 -2.92 0.82
C -0.73 -0.68 0.05
C -0.49 -0.86 1.62
C 0.27 1.38 -1.04
N 0.01 -2.14 1.78
N -0.38 0.16 -0.72
F 0.35 0.12 2.08
H 0.24 -3.96 0.91
H -1.44 -0.73 2.15
H 0.26 1.51 -2.12
H 1.29 1.36 -0.68
H -0.26 2.22 -0.57
*
```

Population analysis type Mulliken, resulting atomic charges in e: C -0.28; C -0.13; C 0.54; C -0.70; N -0.34; N -0.12; F -0.28; H 0.26; H 0.20; H 0.26; H 0.30; H 0.29



Here are the energies relative to the best structure, in hartree: run a 0.0877; run b 0.0000; run c 0.0980.



Run a
The following is a quantum chemistry calculation of a gas-phase ion, C7H10NO2 (charge +1), from OMol25.

As for the SMILES: CC(=[NH2+])[C@]12OC=C[C@H]1[C@H]2O. The gap between HOMO and LUMO is 8.540 eV. The HOMO energy comes out at -12.3 eV.

Geometry as ORCA input:
```
! wB97M-V def2-TZVPD RIJCOSX def2/J DEFGRID3
* xyz 1 1
C -2.10 0.28 1.03
C -0.96 -0.68 0.84
C -1.93 1.41 0.42
C -0.06 0.17 -0.10
C -1.02 -1.24 -0.51
C 2.32 -0.81 0.11
C 1.37 0.37 -0.17
N 1.96 1.49 -0.46
O -2.04 -1.02 -1.26
O -0.70 1.43 -0.22
H -2.83 -0.03 1.65
H -0.66 -1.04 1.83
H -2.58 2.31 0.31
H -0.44 -2.15 -0.88
H 3.05 -0.74 -0.66
H 2.51 -0.65 1.24
H 1.90 -1.77 0.13
H 1.39 2.38 -0.62
H -2.17 -1.26 -2.19
H 3.00 1.55 -0.48
*
```

Population analysis type Mulliken, resulting atomic charges in e: C -0.66; C 0.03; C -0.35; C 0.50; C -0.23; C -1.44; C 0.62; N -0.30; O -0.45; O -0.52; H 0.54; H 0.41; H 0.40; H 0.33; H 0.47; H 0.33; H 0.34; H 0.31; H 0.40; H 0.28



Run b
The following is a quantum chemistry calculation of 2 unconnected molecules or ions with the total composition C7H10NO2, from OMol25.

The gap between HOMO and LUMO is 9.201 eV. The HOMO energy comes out at -13.5 eV.

Geometry as ORCA input:
```
! wB97M-V def2-TZVPD RIJCOSX def2/J DEFGRID3
* xyz 1 1
C -2.80 0.19 0.07
C -2.15 -1.11 0.05
C -2.10 1.38 -0.19
C -0.85 -1.17 -0.22
C -0.78 1.29 -0.56
C -0.14 0.00 -0.57
C 1.37 -0.02 -0.88
N 2.00 -1.15 -0.85
O 2.10 1.06 -1.08
O 1.63 0.15 1.35
H -3.88 0.08 0.49
H -2.61 -1.90 0.56
H -2.54 2.37 -0.30
H -0.32 -2.19 -0.39
H -0.28 2.14 -0.87
H 1.83 -2.11 -0.47
H 0.75 0.46 1.72
H 2.94 -1.15 -1.09
H 1.52 1.80 -0.78
H 2.36 0.76 1.62
*
```

Population analysis type Mulliken, resulting atomic charges in e: C -0.22; C -0.76; C -0.86; C -0.04; C -0.32; C 0.63; C 0.70; N -0.30; O -0.44; O -0.60; H 0.28; H 0.42; H 0.39; H 0.14; H 0.42; H 0.24; H 0.37; H 0.26; H 0.35; H 0.34



Here are the energies relative to the best structure, in hartree: run a 0.0796; run b 0.0000.



Run a
The following is a quantum chemistry calculation of 2 unconnected molecules or ions with the total composition CH3OPS, from OMol25.

The gap between HOMO and LUMO (spin up / spin down) is 7.332 / 7.343 eV. The HOMO energy (spin up / spin down) comes out at -8.1 / -7.9 eV.

Geometry as ORCA input:
```
! wB97M-V def2-TZVPD RIJCOSX def2/J DEFGRID3
* xyz 0 1
C -0.69 1.06 -1.49
O 1.02 -1.48 1.53
P 1.00 0.14 1.24
S -2.18 1.46 -1.36
H -0.16 0.52 -2.36
H 1.42 -1.94 0.87
H -0.40 0.23 1.56
*
```

Population analysis type Mulliken, resulting atomic charges in e: C -0.17; O -0.44; P 0.12; S -0.12; H 0.25; H 0.31; H 0.04



Run b
The following is a quantum chemistry calculation of 2 unconnected molecules or ions with the total composition CH3OPS, from OMol25.

The gap between HOMO and LUMO (spin up / spin down) is 6.134 / 6.100 eV. The HOMO energy (spin up / spin down) comes out at -9.5 / -9.4 eV.

Geometry as ORCA input:
```
! wB97M-V def2-TZVPD RIJCOSX def2/J DEFGRID3
* xyz 0 1
C -0.96 -0.15 -0.46
O -1.15 -1.11 0.26
P -0.93 1.55 0.14
S 2.17 0.37 0.01
H -1.10 -0.32 -1.62
H -1.47 1.06 1.30
H 1.84 0.46 -1.30
*
```

Population analysis type Mulliken, resulting atomic charges in e: C -0.02; O -0.42; P 0.15; S -0.27; H 0.33; H 0.09; H 0.14



Run c
The following is a quantum chemistry calculation of 2 unconnected molecules or ions with the total composition CH3OPS, from OMol25.

The gap between HOMO and LUMO (spin up / spin down) is 7.588 / 7.112 eV. The HOMO energy (spin up / spin down) comes out at -9.8 / -9.7 eV.

Geometry as ORCA input:
```
! wB97M-V def2-TZVPD RIJCOSX def2/J DEFGRID3
* xyz 0 1
C -0.17 -0.29 1.03
O 0.90 -0.09 1.51
P -1.22 0.98 0.37
S 0.33 -0.38 -2.44
H -0.55 -1.40 0.95
H -0.15 1.73 -0.14
H 0.86 -0.55 -1.28
*
```

Population analysis type Mulliken, resulting atomic charges in e: C -0.06; O -0.38; P 0.02; S -0.16; H 0.36; H 0.09; H 0.15



Here are the energies relative to the best structure, in hartree: run a 0.0063; run b 0.0117; run c 0.0000.



Run a
The following is a quantum chemistry calculation of 2 unconnected molecules or ions with the total composition CCl2F2O, from OMol25.

As for the SMILES: O=C(F)Cl.FCl. The gap between HOMO and LUMO is 10.095 eV. The HOMO energy comes out at -12.1 eV.

Geometry as ORCA input:
```
! wB97M-V def2-TZVPD RIJCOSX def2/J DEFGRID3
* xyz 0 1
C 0.75 -0.33 1.25
O 1.51 -0.29 0.38
F 1.01 0.30 2.45
F -0.85 0.08 -2.13
Cl -0.80 -0.94 1.30
Cl -1.63 1.18 -3.25
*
```

Population analysis type Mulliken, resulting atomic charges in e: C 0.56; O -0.31; F -0.19; F -0.18; Cl -0.07; Cl 0.18



Run b
The following is a quantum chemistry calculation of 2 unconnected molecules or ions with the total composition CCl2F2O, from OMol25.

As for the SMILES: O=C(F)Cl.FCl. The gap between HOMO and LUMO is 10.371 eV. The HOMO energy comes out at -11.9 eV.

Geometry as ORCA input:
```
! wB97M-V def2-TZVPD RIJCOSX def2/J DEFGRID3
* xyz 0 1
C -0.21 -0.76 0.04
O 0.19 -0.73 1.14
F 0.57 -0.63 -1.04
F 0.05 1.90 -0.24
Cl -1.83 -1.02 -0.47
Cl 1.13 3.19 -0.17
*
```

Population analysis type Mulliken, resulting atomic charges in e: C 0.61; O -0.34; F -0.17; F -0.16; Cl -0.09; Cl 0.15



Here are the energies relative to the best structure, in hartree: run a 0.0087; run b 0.0000.